111
Properties=species:S:1:pos:R:3:mulliken_charge:R:1 method="wB97M-V/def2-TZVPD" e_tot_ev=-189655.9017 total_charge=-2 lumo_energy_ha=0.129 homo_ev=-1.084 multiplicity=1
Ti -1.20328 1.28493 0.09288 -1.30
O -1.69709 1.06330 4.19815 -0.79
C -1.70092 0.91682 2.97122 -0.20
N -1.49379 1.85313 2.04175 0.83
C -1.04621 3.06672 2.61140 -0.27
C 0.19346 3.08464 3.24422 0.36
C 0.65880 4.21049 3.89870 -1.06
C -0.14145 5.34136 3.97906 -0.63
C -1.36750 5.35085 3.35251 -0.21
C -1.83124 4.24384 2.62037 0.00
N -3.04024 4.36818 2.00946 -0.76
C -3.32277 4.58245 0.76515 -0.23
O -4.38949 4.89254 0.25895 -0.79
C -2.02357 4.43864 -0.11124 0.13
C -1.01912 5.42943 0.13299 -0.23
C 0.21217 5.55741 -0.40186 -1.61
C 0.79607 4.88242 -1.56926 0.24
C -0.19806 3.06307 -2.29027 -2.16
N -1.96232 3.26823 -0.63583 -0.42
C -1.99435 -0.44442 2.41355 0.27
C -2.39216 -1.47724 3.26202 -0.58
C -2.63497 -2.72584 2.72629 -0.80
C -2.55995 -2.87805 1.34734 -0.83
C -2.17772 -1.79320 0.58183 -0.69
N -1.84904 -0.61634 1.10482 1.13
H 0.78653 2.18061 3.21315 0.40
H 1.62889 4.20033 4.37737 0.39
H 0.20152 6.21332 4.52445 0.33
H -2.00706 6.22536 3.38029 0.57
H -1.29027 6.14052 0.90481 0.66
H 0.83781 6.34192 0.01185 0.31
H 1.66869 5.46559 -1.88269 0.63
H -0.11778 2.35222 -3.12480 0.48
H -2.48338 -1.25478 4.31579 0.58
H -2.88230 -3.56973 3.35788 0.40
H -2.77409 -3.82142 0.86973 0.56
H -2.13749 -1.87601 -0.49871 0.64
O 1.64329 0.34346 -1.96247 -0.47
S 0.25396 0.04809 -2.32471 0.70
O -0.60949 -0.13640 -1.05179 -0.23
N 0.49923 1.94553 0.29596 1.73
C 1.42899 2.52537 -0.33875 -0.72
C 2.81530 2.40535 0.03139 -1.37
C 3.81104 2.60505 -0.87648 -0.81
C 3.54356 3.00164 -2.20740 -0.88
C 2.27130 3.30310 -2.60229 0.68
C 1.90375 3.85399 -3.87654 -1.21
C 0.71836 4.49250 -3.99156 -1.24
C -0.13434 4.53419 -2.76565 0.29
N -1.24011 2.56202 -1.45005 1.01
C 1.16682 3.33746 -1.58996 3.16
C 0.39803 -1.74767 -2.80382 0.00
C 1.63784 -2.34072 -2.66230 -0.48
C 1.83731 -3.64687 -3.06903 -0.67
C 0.78963 -4.35253 -3.63611 -0.50
C -0.45645 -3.76324 -3.76348 -0.94
C -0.65822 -2.45695 -3.34660 -0.14
H 3.01872 2.00143 1.01332 0.64
H 4.83910 2.42597 -0.58262 0.38
H 4.35928 3.06034 -2.91870 0.40
H 2.59860 3.77555 -4.70344 0.46
H 0.37445 4.93395 -4.91487 0.40
H -1.06739 5.08850 -2.86230 0.74
H 2.43203 -1.74201 -2.23439 0.53
H 2.80566 -4.11663 -2.94679 0.42
H 0.94746 -5.36695 -3.97728 0.36
H -1.27250 -4.33308 -4.18654 0.41
H -1.63118 -1.99498 -3.43570 0.20
C 4.72436 -4.07805 2.91590 -0.56
C 5.19403 -3.31450 1.68541 -0.65
C 4.30409 -2.10576 1.40761 -0.72
N 2.98665 -2.52993 1.01367 0.59
C 1.88358 -1.74182 1.13032 -0.95
S 1.86463 -0.32968 1.97629 -0.48
N 0.74976 -2.24288 0.53274 3.58
C 0.39887 -3.58824 0.48838 -0.16
O -0.25547 -4.03932 -0.44986 -0.56
C 0.78861 -4.40304 1.64511 0.22
C 0.87919 -5.79633 1.48249 -0.55
C 1.19714 -6.61560 2.54091 -0.65
C 1.41488 -6.07632 3.80414 -0.40
C 1.28527 -4.70237 3.98742 -1.02
C 0.97797 -3.87242 2.93262 0.20
H 5.30439 -4.98732 3.05571 0.40
H 3.67762 -4.34625 2.80734 -0.14
H 4.82399 -3.46238 3.80572 0.29
H 5.17598 -3.97710 0.81535 0.31
H 6.22167 -2.96804 1.81815 0.38
H 4.75499 -1.47315 0.62748 0.20
H 4.18028 -1.49241 2.30334 0.45
H 2.93474 -3.27139 0.32720 0.26
H 0.20925 -1.57022 -0.02735 -2.03
H 0.69823 -6.19981 0.49734 0.47
H 1.28085 -7.68492 2.39623 0.39
H 1.67678 -6.71668 4.63544 0.40
H 1.43035 -4.28215 4.97238 0.44
H 0.86102 -2.81287 3.10227 0.39
C -5.95707 1.11879 -3.09998 -1.30
Si -4.38938 0.24958 -2.40504 0.71
C -3.00231 0.51028 -3.70701 -0.55
C -4.85049 -1.62534 -2.36979 -1.20
Se -3.87884 1.00129 -0.35191 -0.52
H -6.39494 0.56945 -3.92903 0.33
H -5.72124 2.12130 -3.43900 0.30
H -6.69787 1.20874 -2.31397 0.31
H -2.98077 -0.26989 -4.46189 0.47
H -2.03948 0.53350 -3.20526 -0.20
H -3.12701 1.46253 -4.21142 0.47
H -5.38425 -1.92779 -3.26632 0.41
H -5.49231 -1.81624 -1.51597 0.28
H -3.97810 -2.26205 -2.26549 0.21